# 1
Entry from OMol25: a structure of composition C4H2NO2 (ωB97M-V/def2-TZVPD).

```
! wB97M-V def2-TZVPD RIJCOSX def2/J DEFGRID3
* xyz -1 3
C 0.94 -0.94 0.38
C 1.19 0.90 -0.37
C 0.04 0.10 0.12
C -1.94 0.07 0.00
N 2.10 0.02 -0.14
O -2.41 0.55 0.99
O -2.23 -0.52 -0.97
H 1.00 -2.06 0.75
H 1.30 1.87 -0.76
*
```

* strongest force on any atom: 0.12639 Eh/bohr
* orbital gap (alpha / beta): 6.894 / 6.761 eV
* M: 96.06 g mol⁻¹
* energy relative to the best compared isomer or geometry (same formula, charge and spin): 70.8 kJ/mol
* LUMO (alpha / beta): 4.313 / 3.294 eV
* <S²>: 2.007


# 2
Entry from OMol25: a cluster of 2 separate species, C4H9Cl3N in total (ωB97M-V/def2-TZVPD).

```
! wB97M-V def2-TZVPD RIJCOSX def2/J DEFGRID3
* xyz 1 3
C 0.90 0.02 -1.65
C -2.19 0.58 0.65
C 0.21 0.54 -0.49
C 1.89 -0.50 1.26
N -1.06 -0.10 -0.12
Cl 1.27 -2.10 0.94
Cl 3.44 -0.17 0.62
Cl 1.56 0.14 2.82
H 1.73 0.58 -1.93
H 1.30 -0.97 -1.25
H 0.16 -0.30 -2.44
H -2.70 1.35 -0.05
H -2.74 -0.23 0.90
H -1.78 1.21 1.44
H 0.27 1.52 -0.29
H -0.98 -0.93 0.57
H -1.28 -0.62 -0.99
*
```

* strongest force on any atom: 0.11723 Eh/bohr
* orbital gap (alpha / beta): 8.447 / 9.288 eV
* M: 177.48 g mol⁻¹
* energy relative to the best compared isomer or geometry (same formula, charge and spin): 0.0 kJ/mol
* LUMO (alpha / beta): -3.245 / -5.646 eV
* <S²>: 2.008


# 3
Entry from OMol25: a cluster of 2 separate species, HIN4 in total (ωB97M-V/def2-TZVPD).

```
! wB97M-V def2-TZVPD RIJCOSX def2/J DEFGRID3
* xyz 0 1
N 0.16 1.29 0.42
N -0.72 0.56 0.13
N -1.43 -0.30 0.08
N 0.46 -1.63 -1.20
I 1.60 -2.21 0.15
H -0.07 2.28 0.42
*
```

* strongest force on any atom: 0.08719 Eh/bohr
* orbital gap (alpha / beta): 7.963 / 7.833 eV
* M: 183.94 g mol⁻¹
* energy relative to the best compared isomer or geometry (same formula, charge and spin): 469.0 kJ/mol
* LUMO (alpha / beta): -1.084 / -1.162 eV


# 4
Entry from OMol25: a cluster of 13 separate species, C24H70IN5O17PS in total (ωB97M-V/def2-TZVPD).

```
! wB97M-V def2-TZVPD RIJCOSX def2/J DEFGRID3
* xyz 1 1
C -1.56 -1.84 3.75
C -0.61 -1.20 2.72
C -1.32 -0.08 1.98
C -0.40 0.94 1.21
C 1.08 0.57 1.25
C -0.97 1.20 -0.18
C -1.23 -0.05 -1.08
C -0.47 -1.37 -0.91
C 0.91 -1.56 -1.51
C 1.34 -3.04 -1.35
C 2.39 -3.30 -0.28
C 3.78 -2.73 -0.59
C 4.24 -1.62 0.32
S 4.43 -2.26 2.02
C 4.48 -0.76 2.85
N 5.25 0.25 2.59
N 4.96 1.21 3.52
C 4.06 0.71 4.28
O 3.67 -0.53 3.92
C -2.34 1.93 -0.12
P -2.41 3.31 1.07
N -1.15 4.21 1.05
O -2.69 2.66 2.51
O -3.74 4.07 0.74
C -2.57 2.57 -1.49
C -3.41 1.82 -2.53
C -4.52 0.95 -1.99
O -5.30 1.53 -0.95
C -6.23 2.49 -1.24
C -6.69 2.65 -2.65
O -6.67 3.13 -0.33
C -1.12 2.88 -1.98
I -0.88 4.99 -2.27
N -0.20 2.26 -1.00
N 1.01 1.82 -1.66
C 1.97 2.89 -1.85
C 3.29 2.31 -2.37
H -2.35 -1.16 4.06
H -1.01 -2.09 4.65
H -2.02 -2.75 3.38
H 0.24 -0.84 3.27
H -0.34 -2.00 2.06
H -2.05 -0.47 1.29
H -1.88 0.48 2.71
H -0.47 1.87 1.76
H 1.44 0.74 2.26
H 1.68 1.20 0.61
H 1.28 -0.46 1.03
H -2.25 -0.32 -0.88
H -1.19 0.23 -2.12
H -1.11 -2.10 -1.40
H -0.41 -1.69 0.12
H 0.92 -1.28 -2.56
H 1.61 -0.94 -0.97
H 0.46 -3.58 -1.04
H 1.72 -3.44 -2.28
H 2.48 -4.38 -0.20
H 2.06 -2.96 0.70
H 4.52 -3.53 -0.55
H 3.79 -2.38 -1.62
H 5.21 -1.28 0.00
H 3.56 -0.79 0.35
H 3.62 1.17 5.14
H -3.13 1.26 0.18
H -0.67 4.25 1.94
H -1.94 2.82 3.09
H -3.50 5.00 0.64
H -3.02 3.54 -1.43
H -3.82 2.57 -3.21
H -2.79 1.17 -3.14
H -5.12 0.57 -2.80
H -4.06 0.08 -1.53
H -5.97 3.16 -3.27
H -7.61 3.20 -2.60
H -6.92 1.68 -3.09
H -1.05 2.48 -2.97
H 0.13 2.97 -0.32
H 0.76 1.35 -2.52
H 2.14 3.41 -0.91
H 1.65 3.61 -2.60
H 4.13 2.70 -1.83
H 3.27 1.23 -2.34
H 3.39 2.59 -3.41
O 3.69 3.59 -5.35
H 3.13 4.37 -5.46
H 4.24 3.56 -6.14
O -1.39 -3.38 6.84
H -1.18 -3.73 7.71
H -1.77 -2.51 7.01
O 0.55 -5.97 -1.76
H -0.03 -6.59 -2.22
H 0.76 -6.41 -0.92
O -2.06 -0.36 -4.59
H -2.62 -0.18 -5.35
H -2.21 -1.29 -4.38
O 6.12 -2.64 -2.63
H 6.52 -3.48 -2.37
H 6.85 -2.02 -2.61
O 1.80 4.85 -4.66
H 0.97 4.57 -5.05
H 1.74 5.80 -4.62
O 1.65 -3.15 6.82
H 0.80 -3.45 6.47
H 1.54 -2.19 6.88
O 0.30 4.00 4.08
H 0.88 3.28 4.35
H 0.90 4.74 3.92
O 7.56 -4.97 -0.48
H 7.59 -5.42 0.37
H 7.39 -4.05 -0.25
O -1.05 -5.88 -4.11
H -1.79 -5.29 -4.30
H -0.28 -5.30 -4.10
O -4.34 -0.69 0.81
H -3.98 -0.45 1.67
H -5.03 -0.03 0.66
O -4.42 -3.24 6.73
H -4.80 -3.09 5.86
H -3.59 -3.71 6.55
*
```

* strongest force on any atom: 0.03634 Eh/bohr
* orbital gap: 8.440 eV
* M: 890.79 g mol⁻¹
* energy relative to the best compared isomer or geometry (same formula, charge and spin): 0.0 kJ/mol
* LUMO: -2.575 eV